(1)
Density functional theory data (ωB97M-V/def2-TZVPD) for a gas-phase ion, C9H10ClO (charge +1).

```
21
Properties=species:S:1:pos:R:3:nbo_charge:R:1
C -3.5733 -0.0022 -0.0590 -0.24
C -2.6850 1.0361 0.1340 -0.16
C -3.0139 -1.2771 -0.3076 0.13
C -1.3745 0.9024 0.2879 -0.02
C -1.5824 -1.4314 -0.2961 -0.12
C -0.7881 -0.3844 0.2188 -0.23
C 0.6238 -0.4829 0.3474 0.59
C 3.3783 0.8619 -0.6637 -0.64
C 2.9052 0.2210 0.6320 -0.04
O 1.4090 0.4268 0.6000 -0.45
Cl 1.3014 -2.5043 -0.0234 -0.20
H -4.6460 0.1443 0.1752 0.26
H -3.0866 2.0501 0.4236 0.25
H -3.5568 -2.0895 -0.7161 0.23
H -0.7040 1.7415 0.3478 0.24
H -1.2886 -2.4431 -0.3705 0.26
H 3.2350 0.2176 -1.5538 0.23
H 2.7741 1.7737 -0.9745 0.23
H 4.3507 1.1786 -0.4787 0.24
H 3.1498 0.8455 1.4305 0.21
H 3.1720 -0.7848 0.8463 0.23
```

Gap between HOMO and LUMO (spin up / spin down) ... 7.07 / 6.06 eV
LUMO energy (spin up / spin down) ... -4.091 / -8.316 eV
HOMO (spin up / spin down) ... -11.162 / -14.380 eV
Spin multiplicity ... 3
Net charge ... +1



(2)
Density functional theory data (ωB97M-V/def2-TZVPD) for a single C9H10ClP molecule.

```
21
Properties=species:S:1:pos:R:3:nbo_charge:R:1
Cl -2.0517 -2.0507 0.3948 -0.29
P -0.0929 -1.9338 0.7587 0.78
C 0.3516 -0.7565 -0.5728 -0.32
C -0.2105 -0.8974 -1.8992 -0.22
C 0.1841 -0.0642 -2.9187 -0.19
C 1.2574 0.7940 -2.7401 -0.21
C 1.7600 0.8914 -1.4305 -0.19
C 1.3741 0.1265 -0.3688 -0.24
C -0.1063 -0.3791 2.2022 -0.42
C -0.9534 0.8315 1.8083 -0.46
C -1.3957 -0.0522 2.8981 -0.44
H -1.1332 -1.2533 -1.9873 0.21
H -0.3375 -0.0177 -3.8723 0.21
H 1.6325 1.3556 -3.4860 0.21
H 2.6585 1.5330 -1.2217 0.21
H 1.7089 0.1949 0.6588 0.22
H 0.8267 -0.3801 2.7075 0.22
H -1.3591 0.7932 0.7746 0.22
H -0.3990 1.8120 1.7243 0.24
H -1.5574 0.2203 3.9673 0.23
H -2.1571 -0.7672 2.6027 0.23
```

Gap between HOMO and LUMO ... 9.36 eV
LUMO energy ... 0.694 eV
HOMO ... -8.663 eV
Spin multiplicity ... 1
Net charge ... 0
Energy relative to the best compared isomer or geometry (same formula, charge and spin) ... 44.4 kcal/mol
SMILES ... ClP(c1ccccc1)C1CC1



(3)
Density functional theory data (ωB97M-V/def2-TZVPD) for a single C9H10ClPS molecule.

```
22
Properties=species:S:1:pos:R:3:nbo_charge:R:1
C -2.8483 -2.0125 0.4085 -0.67
C -2.3917 -0.7828 -0.1220 -0.10
C -1.9560 0.2287 0.5986 -0.60
P -1.1486 1.6763 -0.0421 1.16
S -1.8559 2.7307 -1.4905 -0.50
Cl -0.8643 2.8376 1.5800 -0.26
C 0.7642 0.8515 -0.2378 -0.21
C 0.9342 -0.5355 -0.3974 -0.23
C 2.2566 -1.0540 -0.4879 -0.20
C 3.3336 -0.1677 -0.3315 -0.22
C 3.1183 1.1315 -0.1401 -0.19
C 1.8285 1.6816 -0.1181 -0.23
H -3.3905 -2.5888 -0.3960 0.22
H -3.6582 -1.8497 1.1235 0.24
H -2.1021 -2.7341 0.6657 0.24
H -2.5236 -0.6826 -1.1788 0.22
H -1.9649 0.4242 1.6082 0.24
H 0.0710 -1.1708 -0.4746 0.22
H 2.3791 -2.1114 -0.4761 0.22
H 4.4064 -0.4151 -0.2773 0.22
H 3.8381 1.8657 0.1412 0.21
H 1.7741 2.6772 0.0445 0.22
```

Gap between HOMO and LUMO ... 9.22 eV
LUMO energy ... 0.438 eV
HOMO ... -8.781 eV
Spin multiplicity ... 1
Net charge ... 0
Energy relative to the best compared isomer or geometry (same formula, charge and spin) ... 3.9 kcal/mol
SMILES ... C/C=C/[P@@](=S)(Cl)c1ccccc1



(4)
Density functional theory data (ωB97M-V/def2-TZVPD) for a single C9H10ClPS molecule.

```
22
Properties=species:S:1:pos:R:3:nbo_charge:R:1
C -3.5589 -1.8423 0.0597 -0.66
C -2.6558 -0.6552 -0.1910 -0.07
C -1.9898 0.0153 0.7412 -0.62
P -0.9801 1.4192 0.1087 1.15
S -1.7577 2.2607 -1.4990 -0.51
Cl -0.9240 2.6244 1.7384 -0.25
C 0.9663 0.6954 0.0184 -0.25
C 1.3178 -0.7016 0.1019 -0.22
C 2.6421 -1.0905 -0.1172 -0.22
C 3.5811 -0.0464 -0.3492 -0.19
C 3.2266 1.2718 -0.5097 -0.22
C 1.9189 1.6141 -0.3665 -0.22
H -4.4868 -1.8470 -0.4931 0.23
H -3.6813 -1.7218 1.1303 0.21
H -2.9071 -2.6530 0.0299 0.23
H -2.5242 -0.4880 -1.2531 0.22
H -1.9956 -0.0351 1.8643 0.25
H 0.4581 -1.3011 0.4997 0.23
H 3.0910 -2.0689 0.0417 0.23
H 4.6395 -0.3079 -0.4390 0.21
H 3.9278 2.0812 -0.6835 0.22
H 1.6918 2.7766 -0.4329 0.23
```

Gap between HOMO and LUMO ... 9.44 eV
LUMO energy ... 0.655 eV
HOMO ... -8.780 eV
Spin multiplicity ... 1
Net charge ... 0
Energy relative to the best compared isomer or geometry (same formula, charge and spin) ... 0.0 kcal/mol
SMILES ... C/C=C/[P@@](=S)(Cl)c1ccccc1



(5)
Density functional theory data (ωB97M-V/def2-TZVPD) for a molecular structure, C9H10F3IrNO2.

```
26
Properties=species:S:1:pos:R:3:lowdin_charge:R:1
C -1.2378 -0.3636 -1.8691 -0.23
C -1.5706 1.0372 -1.9277 -0.23
C -2.7015 1.2334 -1.0620 -0.27
C -3.0580 -0.0780 -0.4397 -0.27
C -2.1734 -1.0515 -1.0276 -0.19
Ir -1.2313 0.5378 0.1437 1.40
N 2.4449 -0.3950 0.0134 -0.20
C 3.7158 -0.1593 -0.2701 -0.08
C 1.3796 0.6500 -0.0509 -0.10
H -3.2499 2.1868 -0.8503 0.12
H -1.0878 1.7678 -2.5582 0.11
H -3.8494 -0.2685 0.2437 0.10
H -2.2229 -2.1168 -0.8448 0.12
H -0.4560 -0.8640 -2.4109 0.11
H 1.5700 1.2580 -0.9249 0.04
H 3.8094 0.1422 -1.3248 0.07
H 2.2145 -1.3059 0.4795 0.14
H 1.6065 1.2716 0.8215 0.06
H 4.2212 0.4056 0.5044 0.06
F -1.4398 -0.7869 5.1432 0.14
C -0.5084 -0.4227 4.2237 -0.49
F -0.0220 0.7870 4.5883 0.13
F 0.5176 -1.3217 4.2858 0.13
C -1.0704 -0.4018 2.7528 -0.47
O -1.9751 -1.2007 2.4612 0.06
O -0.5132 0.4684 1.9378 -0.26
```

Gap between HOMO and LUMO (spin up / spin down) ... 6.69 / 6.23 eV
LUMO energy (spin up / spin down) ... 0.494 / -2.451 eV
HOMO (spin up / spin down) ... -6.200 / -8.680 eV
Spin multiplicity ... 6
Net charge ... 0
Energy relative to the best compared isomer or geometry (same formula, charge and spin) ... 0.0 kcal/mol



(6)
Density functional theory data (ωB97M-V/def2-TZVPD) for 2 unconnected molecules or ions with the total composition C9H10F7INOP.

```
30
Properties=species:S:1:pos:R:3:nbo_charge:R:1
O -4.4441 2.5705 -1.8245 -0.51
C -3.4946 2.0699 -0.9921 0.39
I -4.0023 0.7809 0.7582 0.17
C -1.8621 2.3362 -1.2176 -0.32
N -1.3081 0.9828 -1.6895 -0.41
C -1.7217 0.5913 -3.1238 0.05
C -1.2697 -0.8385 -3.7872 -0.24
C -0.3306 -1.8414 -2.8664 -0.11
C 0.0958 -1.4234 -1.3347 -0.23
C -0.4532 0.0656 -0.8118 0.35
C -0.0143 0.4859 0.7435 -0.53
C 1.4916 1.1849 0.6067 0.03
F 1.5651 2.5389 1.2289 -0.38
H -1.3713 2.7219 -0.2275 0.29
H -1.6597 3.1005 -2.0904 0.27
H -2.3879 1.3333 -3.7764 0.28
H -1.6402 -1.0712 -4.8749 0.28
H 0.0539 -2.8676 -3.2876 0.27
H 0.7357 -2.0875 -0.6023 0.32
H -0.8096 1.2004 1.2371 0.26
H 0.0218 -0.4806 1.4404 0.33
H 1.7771 1.3326 -0.5305 0.17
H 2.2893 0.4409 1.0681 0.26
F 3.1664 -1.9626 2.2310 -0.62
P 2.6766 -1.8754 3.7076 2.66
F 3.6931 -3.0057 4.0509 -0.60
F 2.1078 -0.8549 4.7388 -0.60
F 1.8534 -2.9813 4.4338 -0.60
F 1.4216 -1.5980 2.8272 -0.63
F 3.8203 -0.8481 3.9649 -0.60
```

Gap between HOMO and LUMO ... 5.91 eV
LUMO energy ... -3.259 eV
HOMO ... -9.172 eV
Spin multiplicity ... 1
Net charge ... 0



(7)
Density functional theory data (ωB97M-V/def2-TZVPD) for a molecular structure, C9H10N.

```
20
Properties=species:S:1:pos:R:3:nbo_charge:R:1
C -0.2826 0.6169 -2.8687 -0.08
C -1.0228 -0.5522 -2.6907 -0.24
C 0.3139 1.2165 -1.7767 -0.22
C -1.0974 -1.1185 -1.4401 0.10
C 0.2154 0.6091 -0.5273 0.26
C 0.7791 1.0693 0.7129 -0.33
C 0.5810 0.2562 1.7468 0.23
C -0.4242 -1.1543 0.8959 -0.25
C 0.8879 0.2009 3.1629 -0.70
N -0.4652 -0.5591 -0.4011 -0.28
H -0.1771 1.0445 -3.8525 0.25
H -1.5264 -1.0106 -3.5242 0.26
H 0.8598 2.1401 -1.8790 0.25
H -1.6577 -2.0208 -1.2448 0.24
H 1.3074 2.0063 0.7496 0.26
H 0.1806 -2.0548 0.9268 0.24
H -1.3744 -1.2485 1.4025 0.24
H -0.0261 0.2460 3.7582 0.26
H 1.5220 1.0403 3.4462 0.25
H 1.4066 -0.7274 3.4034 0.26
```

Gap between HOMO and LUMO ... 8.93 eV
LUMO energy ... -4.418 eV
HOMO ... -13.351 eV
Spin multiplicity ... 1
Net charge ... +1
Energy relative to the best compared isomer or geometry (same formula, charge and spin) ... 8.1 kcal/mol



(8)
Density functional theory data (ωB97M-V/def2-TZVPD) for a single C9H10N2 molecule.

```
21
Properties=species:S:1:pos:R:3:nbo_charge:R:1
C -1.3233 -0.8931 -2.6218 -0.21
C -2.2489 -0.2801 -1.7573 -0.22
C 0.0209 -0.7310 -2.3217 -0.20
C -1.9236 0.3706 -0.5790 -0.20
C 0.3226 -0.3512 -0.9869 -0.10
C -0.6472 0.1326 -0.0918 -0.01
C 1.6564 -0.2828 -0.4694 -0.09
C -0.1740 0.9123 1.1477 -0.44
C 0.9237 0.2142 1.9366 -0.24
N 3.2258 -0.1881 1.2935 -0.48
N 2.0024 -0.0603 0.9419 -0.06
H -1.4968 -1.3688 -3.5593 0.22
H -3.3635 -0.1790 -1.9851 0.21
H 0.8608 -0.9576 -2.8834 0.21
H -2.7216 0.8281 -0.1546 0.21
H 2.5953 -0.6281 -1.0161 0.22
H 0.2018 1.7743 0.7114 0.23
H -1.0636 1.1552 1.6385 0.23
H 1.5031 0.8109 2.6697 0.22
H 0.6769 -0.8191 2.4171 0.22
H 3.1692 -0.3034 2.2978 0.30
```

Gap between HOMO and LUMO (spin up / spin down) ... 7.47 / 7.21 eV
LUMO energy (spin up / spin down) ... 0.657 / 0.152 eV
HOMO (spin up / spin down) ... -6.813 / -7.057 eV
Spin multiplicity ... 1
Net charge ... 0
Energy relative to the best compared isomer or geometry (same formula, charge and spin) ... 88.7 kcal/mol



(9)
Density functional theory data (ωB97M-V/def2-TZVPD) for a molecular structure, C9H10N2O.

```
22
Properties=species:S:1:pos:R:3:nbo_charge:R:1
C 0.0680 2.5965 1.9134 -0.68
C -0.2191 1.5849 0.8689 0.43
C -0.9666 0.2113 -0.5198 0.08
C -1.6713 -0.5830 -1.4304 -0.25
C -1.1970 -1.6554 -1.9190 0.26
C -0.0637 -2.2458 -1.6872 -0.19
C 0.7749 -1.5997 -0.7434 -0.14
C 0.1327 -0.3811 -0.1773 0.12
C 1.9209 0.4017 1.4574 -0.42
H -0.0664 2.2198 3.0644 0.25
H 0.7751 3.1060 1.4883 0.23
H -0.8622 3.0806 1.9353 0.25
H -2.6356 0.0448 -1.6743 0.23
H -2.7633 -2.1320 -3.1685 0.47
H 0.2128 -3.0448 -1.7161 0.18
H 1.5986 -1.9091 -0.6040 0.17
H 2.0874 -0.8335 2.0912 0.20
H 2.9290 0.4163 0.7969 0.20
H 2.3766 1.3536 2.0901 0.25
N -1.2897 1.2924 0.1504 -0.47
N 0.7619 0.5383 0.7432 -0.43
O -1.9027 -2.4618 -2.9596 -0.72
```

Gap between HOMO and LUMO ... 9.14 eV
LUMO energy ... 0.695 eV
HOMO ... -8.446 eV
Spin multiplicity ... 1
Net charge ... 0
Energy relative to the best compared isomer or geometry (same formula, charge and spin) ... 200.4 kcal/mol



(10)
Density functional theory data (ωB97M-V/def2-TZVPD) for a single C9H10N2O2 molecule.

```
23
Properties=species:S:1:pos:R:3:nbo_charge:R:1
C 3.3974 0.8425 0.2203 -0.20
C 2.7834 -0.2684 0.8442 -0.22
C 2.5927 1.6037 -0.6483 -0.23
C 1.4945 -0.7188 0.6026 -0.22
C 1.2781 1.1442 -0.9210 -0.18
C 0.7400 -0.0237 -0.3534 0.07
C -3.0630 0.0840 0.1854 0.60
C -2.6422 -1.3216 -0.3174 -0.48
C -1.1771 -1.6294 -0.2841 -0.28
N -0.4865 -0.4286 -0.7502 -0.29
N -1.9552 0.7243 0.5544 -0.07
O -4.1957 0.4414 0.2197 -0.54
O -1.8735 2.0238 0.3695 -0.47
H 4.4942 1.1560 0.5883 0.23
H 3.3897 -0.8675 1.6266 0.22
H 2.8833 2.4994 -1.2182 0.23
H 1.1605 -1.6654 1.1579 0.23
H 0.6894 1.7811 -1.6331 0.23
H -3.1898 -2.1022 0.2007 0.23
H -2.9836 -1.3537 -1.4311 0.23
H -0.9202 -1.8034 0.8402 0.17
H -1.2388 -2.6189 -0.7788 0.24
H -1.1776 2.5011 0.9258 0.49
```

Gap between HOMO and LUMO (spin up / spin down) ... 7.55 / 7.74 eV
LUMO energy (spin up / spin down) ... -0.803 / -1.231 eV
HOMO (spin up / spin down) ... -8.352 / -8.967 eV
Spin multiplicity ... 1
Net charge ... 0
Energy relative to the best compared isomer or geometry (same formula, charge and spin) ... 134.4 kcal/mol



| no. | maximum force (hartree/bohr) | E_tot (hartree) |
| --- | --- | --- |
| 1 | 0.11592 | -883.91933 |
| 2 | 0.08891 | -1150.41248 |
| 3 | 0.08437 | -1548.65024 |
| 4 | 0.07658 | -1548.65640 |
| 5 | 0.11732 | -957.76763 |
| 6 | 0.18868 | -1816.69029 |
| 7 | 0.09380 | -403.42787 |
| 8 | 0.10877 | -458.32904 |
| 9 | 0.33730 | -533.42492 |
| 10 | 0.07421 | -608.74853 |